(1)
DFT (ωB97M-V with the def2-TZVPD basis set) results for a 7-piece molecular cluster, C63H133N7O7 overall.

```
! RIJCOSX wB97M-V def2-TZVPD def2/J DEFGRID3
* xyz 0 1
C 3.80 -6.35 0.19
C 3.79 -6.43 -1.33
C 2.40 -6.46 -1.94
C 1.71 -5.02 -1.91
C 2.59 -4.12 -2.75
C 4.03 -4.01 -2.25
N 4.57 -5.43 -2.02
O 5.87 -5.28 -1.40
C 4.82 -3.42 -3.40
C 4.23 -3.13 -1.09
C 4.41 -7.80 -1.66
H 3.14 -5.53 0.58
H 4.73 -5.97 0.54
H 3.59 -7.29 0.67
H 2.54 -6.72 -3.03
H 1.84 -7.29 -1.51
H 1.55 -4.66 -0.90
H 0.72 -5.00 -2.45
H 2.22 -3.06 -2.74
H 2.63 -4.46 -3.83
H 4.67 -3.84 -4.35
H 4.54 -2.36 -3.49
H 5.93 -3.40 -3.19
H 3.83 -2.18 -1.40
H 3.67 -3.30 -0.16
H 5.27 -2.96 -0.86
H 4.51 -7.76 -2.75
H 3.71 -8.62 -1.42
H 5.34 -8.05 -1.13
H 6.45 -5.43 -2.17
C -9.19 -0.52 4.19
C -7.86 0.21 4.37
C -6.88 -0.85 4.90
C -5.49 -0.21 5.03
C -5.04 0.18 3.56
C -6.02 1.21 2.95
N -7.42 0.64 3.05
O -8.29 1.60 2.39
C -5.71 2.55 3.59
C -5.67 1.33 1.43
C -8.04 1.34 5.39
H -9.90 0.21 3.85
H -9.54 -1.02 5.06
H -9.13 -1.23 3.35
H -7.34 -1.06 5.89
H -6.93 -1.73 4.26
H -4.76 -0.91 5.42
H -5.51 0.74 5.67
H -4.91 -0.64 2.93
H -4.05 0.69 3.50
H -6.46 3.25 3.31
H -5.70 2.46 4.66
H -4.78 2.85 3.14
H -6.37 2.02 0.90
H -4.64 1.81 1.40
H -5.78 0.39 0.88
H -8.77 2.15 5.08
H -7.15 1.87 5.67
H -8.42 1.07 6.37
H -8.83 0.95 1.93
C 0.71 0.79 3.59
C 0.76 2.31 3.39
C -0.29 2.75 2.41
C -1.72 2.59 3.00
C -1.85 3.49 4.22
C -0.75 3.14 5.28
N 0.60 3.05 4.69
O 1.56 2.63 5.62
C -0.72 4.34 6.26
C -1.24 1.87 6.01
C 2.21 2.69 2.90
H 0.78 0.24 2.66
H -0.22 0.51 4.13
H 1.52 0.51 4.29
H -0.16 3.79 2.10
H -0.28 2.21 1.46
H -1.99 1.60 3.28
H -2.45 2.90 2.21
H -2.78 3.39 4.80
H -1.73 4.49 3.83
H 0.07 4.20 7.04
H -0.51 5.16 5.63
H -1.68 4.36 6.82
H -1.60 1.14 5.28
H -0.40 1.44 6.61
H -2.08 1.94 6.71
H 3.03 2.16 3.38
H 2.38 3.76 3.05
H 2.30 2.48 1.81
H 2.19 3.39 5.52
C 0.81 0.71 -0.59
C 0.14 -0.10 -1.73
C -0.23 -1.50 -1.10
C -1.57 -1.67 -0.39
C -2.70 -0.92 -1.05
C -2.35 0.57 -1.51
N -1.08 0.55 -2.25
O -0.71 1.82 -2.76
C -3.48 0.95 -2.50
C -2.32 1.41 -0.31
C 1.22 -0.34 -2.77
H 1.68 0.18 -0.23
H 0.20 0.86 0.31
H 1.09 1.68 -1.00
H -0.16 -2.29 -1.88
H 0.57 -1.71 -0.40
H -1.46 -1.27 0.63
H -1.75 -2.73 -0.41
H -3.63 -0.80 -0.48
H -2.94 -1.49 -1.97
H -3.13 0.60 -3.46
H -4.44 0.52 -2.13
H -3.73 2.04 -2.55
H -1.60 2.23 -0.36
H -3.26 1.85 -0.04
H -2.02 0.83 0.58
H 1.51 0.63 -3.18
H 0.82 -0.90 -3.54
H 2.08 -0.92 -2.41
H -1.07 1.92 -3.65
C 6.36 4.72 -0.12
C 5.73 4.70 -1.51
C 6.86 5.13 -2.49
C 6.57 4.69 -3.95
C 6.33 3.19 -4.10
C 5.02 2.81 -3.29
N 5.34 3.29 -1.81
O 4.17 3.03 -0.98
C 3.80 3.39 -3.98
C 4.97 1.33 -3.21
C 4.66 5.75 -1.58
H 5.62 4.66 0.66
H 6.90 5.64 0.03
H 6.98 3.84 -0.18
H 7.07 6.23 -2.49
H 7.84 4.68 -2.17
H 7.43 5.03 -4.53
H 5.76 5.27 -4.35
H 7.10 2.60 -3.62
H 6.27 2.96 -5.17
H 3.81 3.01 -5.01
H 2.90 3.07 -3.38
H 3.76 4.51 -4.09
H 5.10 0.85 -4.18
H 5.72 1.02 -2.49
H 4.08 0.91 -2.79
H 4.49 6.30 -2.49
H 4.50 6.48 -0.76
H 3.68 5.27 -1.52
H 4.40 2.46 -0.27
C -0.68 -0.27 -5.77
C -0.65 1.02 -6.60
C -2.03 1.42 -7.09
C -2.00 2.63 -7.98
C -1.43 3.85 -7.12
C -0.08 3.55 -6.45
N -0.13 2.21 -5.88
O 1.16 1.87 -5.38
C 1.00 3.68 -7.55
C 0.07 4.59 -5.33
C 0.31 0.59 -7.82
H -0.93 -0.11 -4.73
H 0.38 -0.63 -5.80
H -1.31 -0.99 -6.25
H -2.39 0.58 -7.69
H -2.75 1.67 -6.26
H -2.99 2.93 -8.31
H -1.45 2.36 -8.89
H -2.12 4.12 -6.34
H -1.25 4.72 -7.70
H 0.71 3.17 -8.40
H 1.17 4.77 -7.79
H 1.96 3.27 -7.22
H -0.25 5.57 -5.75
H -0.59 4.42 -4.46
H 1.07 4.70 -4.93
H -0.08 -0.36 -8.28
H 1.32 0.33 -7.59
H 0.30 1.33 -8.54
H 1.22 1.88 -4.41
C -2.03 -2.32 3.40
C -1.01 -3.30 3.92
C -0.65 -2.79 5.30
C 0.25 -3.74 6.09
C -0.40 -5.18 6.13
C -0.73 -5.71 4.72
N -1.62 -4.66 4.15
O -2.29 -5.04 2.98
C 0.55 -6.22 4.03
C -1.67 -6.95 4.94
C 0.16 -3.25 2.91
H -2.45 -2.69 2.49
H -1.69 -1.26 3.37
H -2.96 -2.44 4.03
H -0.30 -1.76 5.29
H -1.59 -2.80 5.85
H 0.40 -3.35 7.10
H 1.22 -3.83 5.62
H -1.35 -5.11 6.60
H 0.23 -5.88 6.60
H 0.87 -7.10 4.59
H 0.30 -6.56 3.03
H 1.32 -5.54 3.94
H -2.56 -6.65 5.54
H -2.06 -7.35 3.99
H -1.16 -7.72 5.53
H 0.41 -2.21 2.70
H -0.02 -3.75 1.97
H 1.07 -3.77 3.18
H -1.63 -4.78 2.32
*
```

The HOMO energy comes out at -8.35 eV. The value obtained for the LUMO energy is 0.47 eV. The orbital gap comes out at 8.82 eV. As for the SMILES: CC1(C)CCCC(C)(C)N1O.CC1(C)CCCC(C)(C)N1O.CC1(C)CCCC(C)(C)N1O.CC1(C)CCCC(C)(C)N1O.CC1(C)CCCC(C)(C)N1O.CC1(C)CCCC(C)(C)N1O.CC1(C)CCCC(C)(C)N1O.

(2)
DFT (ωB97M-V with the def2-TZVPD basis set) results for a 7-piece molecular cluster, C63H133N7O7 overall.

```
! RIJCOSX wB97M-V def2-TZVPD def2/J DEFGRID3
* xyz 0 1
C -7.10 5.09 -2.74
C -6.61 3.84 -1.95
C -7.28 2.61 -2.51
C -6.76 2.09 -3.84
C -5.25 1.88 -3.72
C -4.51 3.11 -3.22
N -5.16 3.68 -2.06
O -4.49 4.85 -1.63
C -3.12 2.66 -2.82
C -4.35 4.11 -4.38
C -6.95 3.98 -0.48
H -7.52 4.77 -3.69
H -6.29 5.79 -2.88
H -7.94 5.57 -2.23
H -7.14 1.79 -1.78
H -8.37 2.72 -2.53
H -6.94 2.79 -4.66
H -7.27 1.16 -4.09
H -4.79 1.54 -4.65
H -5.12 1.04 -3.02
H -2.48 2.37 -3.65
H -2.59 3.38 -2.20
H -3.16 1.79 -2.16
H -3.98 3.63 -5.29
H -5.24 4.70 -4.58
H -3.55 4.81 -4.10
H -6.58 3.16 0.14
H -8.04 3.96 -0.35
H -6.68 4.94 -0.04
H -4.30 4.67 -0.70
C 1.43 6.00 -7.38
C -0.01 5.89 -6.84
C -0.56 4.49 -7.13
C -0.10 3.41 -6.15
C -0.25 3.82 -4.68
C 0.35 5.20 -4.40
N -0.10 6.15 -5.40
O 0.46 7.43 -5.12
C -0.24 5.63 -3.05
C 1.88 5.07 -4.25
C -0.89 6.89 -7.56
H 1.41 5.88 -8.47
H 2.08 5.24 -6.95
H 1.80 7.01 -7.22
H -1.65 4.56 -7.05
H -0.23 4.15 -8.11
H 0.95 3.15 -6.33
H -0.65 2.49 -6.33
H 0.33 3.07 -4.14
H -1.30 3.80 -4.42
H 0.04 4.93 -2.26
H 0.12 6.62 -2.77
H -1.33 5.70 -3.09
H 2.37 5.99 -4.58
H 2.18 4.85 -3.22
H 2.26 4.29 -4.91
H -1.94 6.79 -7.25
H -0.83 6.82 -8.65
H -0.74 7.95 -7.30
H -0.30 7.99 -4.95
C 4.32 0.60 8.66
C 3.13 -0.05 7.98
C 2.03 1.01 7.82
C 1.02 0.74 6.69
C 1.77 0.40 5.42
C 2.67 -0.83 5.57
N 3.56 -0.50 6.67
O 4.69 -1.35 6.75
C 1.77 -2.05 5.77
C 3.48 -1.01 4.30
C 2.68 -1.22 8.88
H 4.02 1.08 9.60
H 4.76 1.40 8.05
H 5.11 -0.10 8.93
H 1.53 1.24 8.76
H 2.59 1.92 7.54
H 0.40 1.63 6.55
H 0.37 -0.04 7.09
H 2.40 1.29 5.28
H 1.13 0.34 4.54
H 1.08 -1.96 6.60
H 1.21 -2.32 4.87
H 2.38 -2.91 6.06
H 4.12 -0.13 4.14
H 4.08 -1.91 4.32
H 2.82 -1.03 3.43
H 3.50 -1.65 9.47
H 2.24 -2.02 8.28
H 1.96 -0.92 9.65
H 5.40 -0.82 6.38
C 1.49 -4.94 1.53
C 1.60 -6.04 2.60
C 0.35 -5.93 3.47
C 0.04 -7.20 4.29
C 0.09 -8.44 3.38
C 1.37 -8.56 2.55
N 1.63 -7.31 1.89
O 2.60 -7.40 0.88
C 2.51 -9.08 3.43
C 1.10 -9.63 1.49
C 2.89 -5.72 3.37
H 0.86 -5.21 0.69
H 2.47 -4.64 1.16
H 1.03 -4.03 1.93
H 0.53 -5.14 4.20
H -0.52 -5.58 2.91
H -0.97 -7.16 4.68
H 0.81 -7.26 5.07
H -0.80 -8.42 2.75
H 0.00 -9.32 4.02
H 2.70 -8.46 4.31
H 2.27 -10.08 3.82
H 3.45 -9.17 2.90
H 0.70 -10.53 1.95
H 0.41 -9.25 0.73
H 1.99 -9.90 0.92
H 3.03 -4.65 3.50
H 3.73 -6.04 2.75
H 2.98 -6.24 4.33
H 2.09 -7.19 0.08
C 2.40 0.74 0.68
C 2.01 -0.44 -0.22
C 1.14 -1.42 0.55
C -0.27 -0.93 0.79
C -0.92 -0.60 -0.54
C -0.10 0.34 -1.42
N 1.29 -0.11 -1.43
O 2.08 0.71 -2.28
C -0.63 0.17 -2.85
C -0.30 1.81 -1.01
C 3.26 -1.21 -0.60
H 1.71 0.95 1.50
H 2.50 1.66 0.09
H 3.39 0.64 1.14
H 1.10 -2.38 0.01
H 1.61 -1.71 1.49
H -0.24 -0.07 1.48
H -0.89 -1.66 1.30
H -1.86 -0.09 -0.30
H -1.23 -1.50 -1.08
H -1.71 0.27 -2.87
H -0.11 0.81 -3.55
H -0.45 -0.87 -3.15
H -1.32 2.15 -0.84
H 0.18 2.00 -0.04
H 0.24 2.42 -1.74
H 2.99 -1.97 -1.34
H 3.69 -1.77 0.23
H 4.05 -0.60 -1.06
H 2.24 0.15 -3.05
C -3.87 2.56 3.81
C -2.86 3.43 3.06
C -3.33 4.88 3.19
C -2.31 5.82 2.60
C -1.02 5.68 3.40
C -0.46 4.26 3.45
N -1.57 3.33 3.75
O -1.11 1.97 3.76
C 0.27 3.97 2.14
C 0.54 4.26 4.61
C -2.89 2.96 1.61
H -3.56 1.52 3.85
H -4.85 2.65 3.34
H -4.00 2.91 4.85
H -4.27 4.94 2.64
H -3.48 5.05 4.26
H -2.69 6.84 2.50
H -2.09 5.61 1.54
H -1.17 6.11 4.39
H -0.30 6.37 2.95
H -0.31 4.30 1.27
H 1.19 4.55 2.07
H 0.47 2.91 1.99
H 1.03 3.31 4.81
H 1.36 4.96 4.40
H 0.03 4.62 5.51
H -3.72 3.38 1.03
H -2.90 1.88 1.44
H -1.99 3.30 1.07
H -0.77 1.91 4.66
C 0.39 -4.52 -2.23
C 0.82 -5.13 -3.59
C 0.95 -4.05 -4.65
C 2.26 -3.28 -4.55
C 3.44 -4.24 -4.59
C 3.39 -5.36 -3.54
N 2.04 -5.93 -3.52
O 1.95 -6.90 -2.48
C 4.34 -6.45 -4.00
C 3.90 -4.75 -2.21
C -0.33 -6.06 -4.01
H 1.24 -4.14 -1.65
H -0.08 -5.29 -1.61
H -0.30 -3.70 -2.38
H 0.89 -4.51 -5.64
H 0.11 -3.38 -4.52
H 2.26 -2.68 -3.63
H 2.31 -2.59 -5.39
H 4.35 -3.65 -4.48
H 3.51 -4.69 -5.59
H 4.02 -6.89 -4.94
H 5.35 -6.05 -4.15
H 4.41 -7.21 -3.22
H 3.24 -3.93 -1.93
H 3.86 -5.51 -1.43
H 4.88 -4.35 -2.44
H -1.28 -5.54 -3.95
H -0.35 -6.93 -3.36
H -0.23 -6.42 -5.04
H 1.75 -7.70 -2.98
*
```

The HOMO energy comes out at -7.94 eV. The value obtained for the LUMO energy is 0.52 eV. The orbital gap comes out at 8.46 eV. As for the SMILES: CC1(C)CCCC(C)(C)N1O.CC1(C)CCCC(C)(C)N1O.CC1(C)CCCC(C)(C)N1O.CC1(C)CCCC(C)(C)N1O.CC1(C)CCCC(C)(C)N1O.CC1(C)CCCC(C)(C)N1O.CC1(C)CCCC(C)(C)N1O.

(3)
DFT (ωB97M-V with the def2-TZVPD basis set) results for a 7-piece molecular cluster, C63H133N7O7 overall.

```
! RIJCOSX wB97M-V def2-TZVPD def2/J DEFGRID3
* xyz 0 1
C -1.63 -2.52 4.41
C -2.21 -3.69 3.67
C -2.61 -4.87 4.63
C -3.54 -5.92 4.07
C -4.79 -5.24 3.75
C -4.61 -4.09 2.75
N -3.59 -3.20 3.28
O -3.30 -2.20 2.27
C -4.22 -4.79 1.46
C -5.88 -3.25 2.55
C -1.36 -4.17 2.45
H -2.31 -2.03 5.11
H -1.32 -1.78 3.69
H -0.70 -2.76 4.99
H -1.65 -5.34 4.98
H -3.04 -4.48 5.55
H -3.82 -6.77 4.66
H -3.13 -6.42 3.21
H -5.19 -4.90 4.71
H -5.57 -5.89 3.44
H -3.85 -4.02 0.70
H -3.57 -5.62 1.46
H -5.11 -5.24 1.01
H -5.79 -2.65 1.62
H -6.75 -3.92 2.53
H -5.95 -2.52 3.44
H -0.24 -4.19 2.74
H -1.50 -3.53 1.53
H -1.58 -5.23 2.20
H -3.98 -1.56 2.47
C 4.74 0.91 6.86
C 4.01 0.48 5.58
C 4.38 1.41 4.50
C 3.85 0.94 3.18
C 4.23 -0.44 2.85
C 4.04 -1.57 3.88
N 4.49 -0.93 5.18
O 4.22 -1.85 6.21
C 2.64 -2.10 3.97
C 4.99 -2.68 3.63
C 2.49 0.55 5.87
H 5.78 0.65 6.76
H 4.36 0.47 7.79
H 4.63 2.02 7.05
H 4.13 2.50 4.64
H 5.48 1.44 4.40
H 4.25 1.54 2.40
H 2.78 1.05 3.16
H 5.25 -0.34 2.61
H 3.79 -0.89 1.95
H 2.48 -2.68 4.85
H 1.98 -1.19 3.95
H 2.41 -2.78 3.13
H 5.97 -2.33 3.84
H 4.75 -3.47 4.32
H 4.91 -2.98 2.57
H 2.03 0.99 5.01
H 2.37 1.37 6.62
H 2.11 -0.41 6.26
H 5.01 -1.78 6.72
C -1.07 -1.45 -5.59
C -1.73 -2.76 -6.11
C -1.22 -3.14 -7.50
C 0.23 -3.52 -7.49
C 0.24 -4.81 -6.69
C -0.25 -4.73 -5.21
N -1.46 -3.94 -5.22
O -1.80 -3.49 -3.89
C -0.52 -6.07 -4.71
C 0.87 -4.07 -4.36
C -3.25 -2.70 -6.14
H -1.73 -1.13 -4.77
H -1.05 -0.81 -6.41
H -0.09 -1.72 -5.18
H -1.91 -3.98 -7.71
H -1.49 -2.37 -8.25
H 0.80 -2.62 -7.06
H 0.66 -3.79 -8.47
H 1.28 -5.14 -6.54
H -0.35 -5.61 -7.21
H 0.42 -6.68 -4.68
H -0.89 -6.08 -3.65
H -1.35 -6.53 -5.30
H 1.34 -3.28 -4.97
H 0.56 -3.62 -3.41
H 1.61 -4.82 -4.12
H -3.69 -2.35 -5.19
H -3.54 -3.72 -6.42
H -3.60 -1.89 -6.84
H -2.70 -3.81 -3.76
C 1.54 2.96 -0.38
C 0.95 1.55 -0.53
C 1.87 0.58 0.31
C 1.29 -0.79 0.40
C -0.04 -0.66 1.17
C -1.01 0.22 0.42
N -0.37 1.55 0.18
O -1.30 2.35 -0.54
C -1.64 -0.51 -0.81
C -2.17 0.64 1.34
C 0.93 1.31 -2.09
H 2.61 2.99 -0.58
H 1.44 3.32 0.66
H 1.04 3.64 -1.09
H 2.85 0.63 -0.23
H 1.93 1.08 1.28
H 1.92 -1.52 0.94
H 1.19 -1.24 -0.61
H 0.30 -0.18 2.09
H -0.51 -1.67 1.31
H -2.18 0.21 -1.49
H -0.87 -0.99 -1.42
H -2.34 -1.25 -0.39
H -1.80 1.00 2.29
H -2.82 1.35 0.77
H -2.83 -0.16 1.61
H 0.12 1.95 -2.35
H 0.91 0.26 -2.49
H 1.88 1.77 -2.38
H -1.27 3.18 -0.08
C 8.73 -2.00 -1.13
C 7.36 -2.01 -1.85
C 7.44 -2.88 -3.20
C 6.05 -3.07 -3.75
C 5.14 -3.70 -2.74
C 5.05 -2.91 -1.47
N 6.49 -2.75 -0.97
O 6.30 -1.84 0.21
C 4.33 -1.61 -1.70
C 4.27 -3.74 -0.48
C 7.03 -0.56 -2.23
H 8.57 -1.30 -0.27
H 9.61 -1.65 -1.69
H 9.08 -2.93 -0.64
H 8.22 -2.38 -3.77
H 7.83 -3.86 -2.79
H 5.97 -3.67 -4.66
H 5.68 -2.08 -4.06
H 5.53 -4.70 -2.53
H 4.12 -3.77 -3.18
H 4.71 -0.85 -2.40
H 3.31 -1.94 -2.02
H 4.16 -1.00 -0.82
H 3.23 -3.84 -0.93
H 4.66 -4.76 -0.32
H 4.22 -3.15 0.47
H 6.41 -0.16 -1.41
H 6.51 -0.46 -3.14
H 7.94 -0.02 -2.30
H 6.50 -2.49 0.92
C 0.90 4.60 5.10
C -0.38 4.53 4.20
C -1.61 4.19 5.05
C -2.90 4.32 4.21
C -2.99 5.75 3.67
C -1.77 6.15 2.82
N -0.57 5.83 3.64
O 0.59 6.17 2.81
C -1.90 5.41 1.41
C -1.74 7.70 2.46
C -0.15 3.39 3.20
H 0.94 3.61 5.69
H 0.69 5.35 5.83
H 1.76 4.78 4.48
H -1.47 3.16 5.41
H -1.57 4.80 5.98
H -3.74 4.14 4.88
H -2.88 3.67 3.36
H -2.89 6.48 4.51
H -3.91 6.01 3.16
H -2.55 4.54 1.39
H -2.38 6.10 0.78
H -0.88 5.12 1.01
H -0.92 7.91 1.88
H -2.54 7.85 1.74
H -1.76 8.34 3.37
H 0.69 3.71 2.54
H -1.00 3.10 2.56
H 0.08 2.52 3.73
H 1.05 6.77 3.40
C -5.07 6.58 -2.65
C -4.37 5.83 -3.83
C -3.00 5.32 -3.27
C -3.03 4.00 -2.58
C -3.84 2.96 -3.31
C -5.26 3.44 -3.77
N -5.10 4.74 -4.49
O -6.34 5.16 -4.99
C -5.81 2.42 -4.72
C -6.11 3.51 -2.54
C -4.05 6.84 -4.87
H -6.08 6.80 -2.95
H -4.56 7.52 -2.51
H -5.11 6.04 -1.75
H -2.30 5.20 -4.13
H -2.62 6.11 -2.62
H -3.19 3.98 -1.49
H -2.00 3.53 -2.64
H -3.87 2.10 -2.62
H -3.39 2.70 -4.22
H -5.59 1.34 -4.56
H -6.92 2.35 -4.64
H -5.63 2.69 -5.76
H -7.04 3.98 -2.79
H -6.44 2.50 -2.11
H -5.57 4.10 -1.80
H -4.96 7.22 -5.35
H -3.37 6.36 -5.64
H -3.55 7.68 -4.37
H -6.17 5.03 -5.96
*
```

The HOMO energy comes out at -8.35 eV. The value obtained for the LUMO energy is 0.47 eV. The orbital gap comes out at 8.83 eV. As for the SMILES: CC1(C)CCCC(C)(C)N1O.CC1(C)CCCC(C)(C)N1O.CC1(C)CCCC(C)(C)N1O.CC1(C)CCCC(C)(C)N1O.CC1(C)CCCC(C)(C)N1O.CC1(C)CCCC(C)(C)N1O.CC1(C)CCCC(C)(C)N1O.

The structures above, arranged from the most stable to the least stable: (2), (1), (3).